1.
Entry from the OMol25 dataset: a molecular structure, C32H25N4O2PPtS at a distorted geometry (wB97M-V/def2-TZVPD).

```
66
Properties=species:S:1:pos:R:3:forces:R:3:nbo_charge:R:1
Pt -0.307941 -0.360053 -0.584522 2.51 -0.58 0.78 0.6935
C 6.380599 -2.007951 -0.809023 -0.03 0.01 0.03 -0.1897
C 5.636188 -1.496381 -1.861600 0.05 0.00 -0.05 -0.2098
C 4.342171 -1.054003 -1.637556 -0.04 0.05 0.06 -0.1829
C 3.787444 -1.110261 -0.359403 -0.47 -0.24 -1.14 -0.3499
C 4.535346 -1.629024 0.691781 -0.06 0.18 0.17 -0.1380
C 5.829790 -2.068695 0.464354 0.08 0.01 -0.03 -0.2301
P 2.079090 -0.466495 -0.153414 -1.44 0.63 1.99 0.9910
C 1.649123 -1.300804 1.438383 0.32 -0.07 0.16 -0.3376
C 1.773347 -2.687571 1.518573 -0.10 0.11 -0.06 -0.2386
C 1.376631 -3.367092 2.659378 -0.05 -0.06 0.01 -0.2116
C 0.871778 -2.666256 3.744558 0.00 -0.02 0.03 -0.2192
C 0.773155 -1.282905 3.683847 -0.01 0.01 0.00 -0.2061
C 1.148131 -0.602357 2.535880 0.13 0.00 -0.08 -0.1530
C 2.367679 1.265003 0.324338 0.22 0.04 -0.16 -0.3592
C 3.586321 1.775776 0.698187 -0.16 -0.17 -0.01 -0.1887
C 3.709019 3.133344 1.045908 0.10 0.12 0.08 -0.2286
C 2.620757 3.957981 1.011481 0.02 -0.07 -0.01 -0.1489
C 1.351765 3.468857 0.623472 -0.02 -0.12 0.03 -0.0931
C 0.215687 4.307976 0.576736 -0.05 0.06 -0.02 -0.2019
C -0.988135 3.806019 0.174253 0.08 0.10 0.01 -0.1954
C -1.112179 2.451744 -0.198904 0.03 0.02 -0.01 -0.2544
C -0.041957 1.595550 -0.151628 -0.42 -0.83 -0.44 -0.1639
C 1.221832 2.100706 0.264359 0.02 0.12 0.01 -0.0080
H 7.390264 -2.358655 -0.978654 0.00 0.00 0.00 0.2186
H 6.061389 -1.449237 -2.855680 -0.01 0.01 0.00 0.2211
H 3.750597 -0.649865 -2.450987 0.05 -0.04 -0.05 0.2239
H 4.114832 -1.670579 1.688345 0.06 -0.04 -0.05 0.2262
H 6.412218 -2.462063 1.287417 -0.01 0.00 0.01 0.2197
H 2.197935 -3.232713 0.681828 -0.05 -0.06 0.04 0.2117
H 1.462315 -4.446031 2.701798 0.02 0.01 0.00 0.2138
H 0.562791 -3.194752 4.637232 0.01 0.00 0.00 0.2152
H 0.404511 -0.728936 4.537669 -0.04 0.00 -0.02 0.2157
H 1.051915 0.475162 2.487473 -0.02 0.00 0.02 0.2202
H 4.459646 1.138953 0.738396 0.04 -0.02 -0.05 0.2181
H 4.677769 3.517673 1.339958 -0.02 0.01 0.00 0.2149
H 2.711644 5.005315 1.274851 0.03 0.00 0.00 0.2111
H 0.327175 5.349844 0.853121 -0.03 -0.01 0.01 0.2072
H -1.859436 4.448449 0.131794 0.00 -0.01 -0.01 0.2132
H -2.078790 2.102215 -0.533771 0.00 -0.07 0.01 0.2256
N -6.444719 4.059093 -2.124611 0.08 0.08 0.01 -0.7953
C -5.668501 2.918980 -2.065686 0.08 -0.13 0.05 0.1880
C -5.339949 2.348427 -0.832421 -0.07 0.06 -0.04 -0.2710
C -4.502463 1.250456 -0.764471 -0.09 -0.04 -0.14 -0.1893
C -3.978943 0.715078 -1.933297 0.20 -0.18 0.40 -0.3012
C -4.309282 1.257237 -3.166619 0.06 -0.04 -0.07 -0.1584
C -5.155405 2.344572 -3.234642 -0.05 0.04 0.01 -0.2752
S -2.834895 -0.635590 -1.896350 -0.28 0.30 -0.70 2.2751
O -1.611707 -0.160805 -2.557364 -1.07 0.03 -0.43 -0.9934
O -3.428620 -1.798110 -2.504694 -0.18 -0.17 0.09 -0.9485
N -2.584983 -0.840151 -0.304314 0.72 0.93 -0.27 -0.9711
C -2.227989 -2.132495 0.013112 -0.04 -0.83 0.08 0.5707
N -3.009312 -2.886996 0.775547 -0.04 0.21 -0.13 -0.4429
C -2.639625 -4.150890 0.940523 0.07 -0.02 -0.03 0.1042
C -1.509208 -4.692202 0.346573 -0.08 0.05 0.03 -0.3225
C -0.701215 -3.808975 -0.344804 0.24 -0.04 -0.01 0.1091
N -1.030884 -2.534442 -0.483781 -0.27 0.62 -0.09 -0.5393
H -6.994350 4.284289 -1.315257 -0.07 0.00 -0.02 0.3837
H -6.861051 4.295703 -3.006777 -0.07 -0.02 -0.01 0.3840
H -5.748452 2.775667 0.076293 0.03 -0.01 0.00 0.2084
H -4.244353 0.798387 0.182223 -0.01 0.04 0.03 0.2548
H -3.892053 0.823503 -4.066813 -0.03 0.04 -0.02 0.2336
H -5.424436 2.768174 -4.194971 0.05 0.00 -0.01 0.2102
H -3.288534 -4.750620 1.570437 0.04 -0.04 -0.03 0.1996
H -1.257652 -5.737471 0.442929 0.03 0.01 0.01 0.2285
H 0.236139 -4.118677 -0.790972 0.01 0.00 0.02 0.2059
```
Forces are in eV/Å.

Properties
energy relative to the best compared isomer or geometry (same formula, charge and spin)	41.6	kcal/mol
E_LUMO (alpha / beta)	-0.3447 / -0.3449	eV
orbital gap (alpha / beta)	7.08 / 7.08	eV

2.
Entry from the OMol25 dataset: C3H6N4 in the gas phase at a distorted geometry (wB97M-V/def2-TZVPD).

```
13
Properties=species:S:1:pos:R:3:forces:R:3:nbo_charge:R:1
C -1.892763 -0.235242 -0.074597 1.00 4.46 1.34 -0.4038
N -0.332394 -0.303820 -0.005658 -1.03 0.83 0.56 -0.1881
N 0.049360 -1.510926 0.122772 1.75 -6.86 -1.57 -0.2875
C 1.388211 -1.633998 -0.120311 -2.88 3.28 2.38 0.0960
N 1.878733 -0.359192 -0.048770 0.76 1.09 -1.14 -0.5078
C 0.844816 0.437295 -0.045317 -2.40 1.27 0.26 0.4670
N 0.773379 1.855603 -0.151036 2.01 2.31 3.63 -0.8256
H -2.461858 -0.208772 0.999179 1.77 -0.18 -2.84 0.2334
H -2.089583 0.704747 -0.704856 0.19 -0.52 1.68 0.2143
H -2.293614 -0.875644 -0.800342 0.07 -2.10 -0.24 0.2282
H 2.069202 -2.462691 -0.055193 -0.59 -0.45 -0.01 0.2106
H 0.309353 2.475975 0.704120 0.51 -2.89 -2.58 0.3790
H 1.757161 2.116662 0.180006 -1.16 -0.24 -1.47 0.3842
```
Forces are in eV/Å.

Properties
energy relative to the best compared isomer or geometry (same formula, charge and spin)	62.5	kcal/mol
SMILES	Cn1ncnc1N
E_LUMO	0.7445	eV
orbital gap	9.34	eV

3.
Entry from the OMol25 dataset: a molecular structure, C7H9AsF9O4PRhS4 at a distorted geometry (wB97M-V/def2-TZVPD).

```
36
Properties=species:S:1:pos:R:3:forces:R:3:nbo_charge:R:1
Rh 0.009617 -1.148346 0.308100 0.20 0.72 1.38 0.3399
S -1.754815 -4.383443 2.368547 -0.04 -0.11 0.08 -0.6678
As -0.756426 -4.273668 0.557382 0.01 -0.16 -0.36 0.9320
S 1.119107 -3.011468 0.722753 0.23 -0.07 0.08 -0.4566
S -1.486578 -2.456302 -0.628838 -0.50 -0.29 -0.21 -0.3836
S -0.418776 -5.885819 -0.713679 -0.05 -0.08 0.02 -0.7071
C 1.534941 -2.583280 -2.561419 0.02 0.09 -0.03 -0.2534
O 0.990680 -1.254526 -2.704424 0.02 0.25 0.03 -0.8343
P 0.668544 -0.283453 -1.494776 0.01 -0.46 -0.59 2.1823
O -0.245951 0.778247 -2.219212 0.11 0.23 0.09 -0.8330
C -1.682127 0.662443 -2.286155 0.18 -0.06 -0.04 -0.2473
O 1.979405 0.532213 -1.146637 0.06 0.09 -0.18 -0.8267
C 2.369563 1.735006 -1.826921 -0.07 -0.09 0.03 -0.2450
H 1.638185 -2.957613 -3.575618 0.01 -0.03 -0.01 0.1892
H 0.852553 -3.210194 -1.990460 0.03 -0.03 -0.04 0.2368
H 2.506970 -2.534687 -2.072703 -0.03 -0.06 0.01 0.1843
H -2.035809 1.625690 -2.642848 -0.02 -0.01 0.00 0.1910
H -2.084009 0.456297 -1.298344 -0.02 -0.01 0.05 0.2245
H -1.945639 -0.126013 -2.989795 -0.04 -0.01 0.03 0.1898
H 3.389621 1.940133 -1.515385 0.00 0.02 0.00 0.1942
H 1.709809 2.545707 -1.524716 0.01 0.03 -0.03 0.1999
H 2.327575 1.597881 -2.906865 0.01 0.02 -0.01 0.1831
F -1.885026 1.298716 3.983562 0.04 -0.07 0.02 -0.3268
C -1.392095 0.526877 2.994976 0.02 0.21 -0.03 0.9529
F -2.403385 -0.127457 2.440351 -0.03 0.01 0.05 -0.2952
F -0.577246 -0.370838 3.564915 -0.03 -0.07 -0.08 -0.3135
C -0.637038 1.371281 1.901057 -0.01 -0.08 -0.21 0.0172
O -0.694162 0.806385 0.680076 -0.09 -0.03 -0.18 -0.8362
C -1.317469 2.768740 1.779214 0.00 0.00 -0.04 0.9650
F -1.066541 3.577576 2.823880 -0.03 -0.01 -0.05 -0.3242
F -0.903816 3.407791 0.677647 -0.04 -0.03 0.10 -0.3151
F -2.647052 2.626308 1.675777 0.07 0.04 0.04 -0.3180
C 0.851267 1.550974 2.323441 -0.05 0.13 0.00 0.9571
F 1.011886 1.902418 3.606799 0.03 -0.05 -0.03 -0.3173
F 1.450402 2.489932 1.571302 -0.02 -0.04 0.07 -0.3229
F 1.523836 0.406492 2.119018 0.02 0.01 0.03 -0.3154
```
Forces are in eV/Å.

Properties
E_LUMO	2.0024	eV
charge	-1
orbital gap	6.69	eV